ORCA calculation (the ωB97M-V functional and the def2-TZVPD basis) on a molecular structure, C5H15INO2 at a distorted geometry.

- LUMO (Ha) = 0.1118
- energy above the lowest of the compared OMol25 structures with the same formula, charge and spin (eV) = 7.091
- net charge = -1

```
24
C5H15INO2 | the OMol25 dataset | the ωB97M-V functional and the def2-TZVPD basis
I -6.704 5.494 4.589
C -6.149 -0.619 2.242
C -6.137 0.931 2.364
C -6.702 1.396 3.722
O -6.906 2.860 3.754
C -7.777 3.436 4.687
N -4.789 1.434 2.275
H -5.472 -1.085 2.957
H -5.850 -0.968 1.253
H -7.184 -0.959 2.270
H -6.611 1.438 1.523
H -5.989 1.094 4.488
H -7.713 1.009 3.853
H -7.216 4.085 5.359
H -8.164 2.668 5.357
H -8.681 3.891 4.282
H -4.185 0.881 2.865
H -4.559 0.994 1.396
C -7.952 5.551 7.420
O -8.782 5.196 6.388
H -7.074 4.977 7.126
H -7.730 6.618 7.380
H -8.283 5.148 8.377
H -8.315 5.392 5.573
```

ORCA calculation (the ωB97M-V functional and the def2-TZVPD basis) on 2 unconnected molecules or ions with the total composition C9H14 at a distorted geometry.

- LUMO (Ha) = 0.0381
- structure (SMILES) = Cc1ccccc1.CC
- energy above the lowest of the compared OMol25 structures with the same formula, charge and spin (eV) = 0.490

```
23
C9H14 | the OMol25 dataset | the ωB97M-V functional and the def2-TZVPD basis
C 2.974 -1.749 0.072
C -0.044 1.308 0.464
C 0.646 0.828 1.574
C 0.171 0.702 -0.748
C 1.567 -0.193 1.445
C 1.186 -0.250 -0.884
C 1.904 -0.709 0.192
H -0.795 2.061 0.677
H 0.434 1.214 2.560
H -0.389 0.878 -1.665
H 2.061 -0.600 2.324
H 1.433 -0.526 -1.907
H 3.777 -1.411 -0.567
H 2.618 -2.690 -0.362
H 3.428 -1.953 1.044
C -3.433 -0.045 -0.044
C -3.485 0.414 -1.488
H -3.892 -0.965 0.312
H -2.422 -0.124 0.352
H -3.858 0.716 0.626
H -2.635 1.020 -1.780
H -3.705 -0.408 -2.150
H -4.386 1.022 -1.630
```

ORCA calculation (the ωB97M-V functional and the def2-TZVPD basis) on 3 unconnected molecules or ions with the total composition C3H11NOS at a distorted geometry.

- LUMO (Ha) = -0.0219
- energy above the lowest of the compared OMol25 structures with the same formula, charge and spin (eV) = 3.272

```
17
C3H11NOS | the OMol25 dataset | the ωB97M-V functional and the def2-TZVPD basis
C -0.563 0.198 1.628
O -1.076 -0.065 2.940
C 0.822 -0.523 1.523
N 1.657 0.039 0.490
H -0.330 1.285 1.548
H -1.199 -0.247 0.846
H -2.008 -0.297 2.880
H 1.219 -0.370 2.516
H 0.583 -1.598 1.535
H 2.611 -0.294 0.652
H -0.328 0.774 -0.637
H 1.394 -0.349 -0.437
C -0.561 0.387 -3.152
S -0.456 -0.777 -1.784
H -0.739 -0.154 -4.095
H -1.413 1.088 -3.116
H 0.388 0.902 -3.337
```

| no. | calculated total energy (Eh) |
| --- | --- |
| 1 | -702.24210 |
| 2 | -351.31219 |
| 3 | -648.96177 |